Record 1
Formula: C34H29ClIrN6OPS
Source: OMol25
Level of theory: ωB97M-V/def2-TZVPD

The total charge is +3. The calculation puts the LUMO energy (spin up / spin down) at -10.80 / -11.41 eV. Its spin multiplicity is 2. As for the energy: -3019.881473 Ha. For the energy above the lowest of the compared OMol25 structures with the same formula, charge and spin, the calculation gives 178.3 kJ/mol.

Atoms and positions in Å:
Ir -0.506 0.609 -1.112
Cl -2.279 1.903 -0.100
C -3.706 0.858 0.048
C -4.820 1.377 0.669
C -5.937 0.554 0.760
C -5.919 -0.736 0.240
C -4.788 -1.221 -0.397
C -3.651 -0.415 -0.494
P -2.171 -1.042 -1.286
C -1.384 -2.240 -0.214
C -1.947 -2.648 0.999
C -1.302 -3.611 1.757
C -0.091 -4.145 1.328
C 0.488 -3.722 0.134
C -0.151 -2.769 -0.637
C -2.632 -1.801 -2.816
C -3.301 -1.011 -3.764
C -3.811 -1.600 -4.903
C -3.645 -2.967 -5.107
C -2.979 -3.749 -4.171
C -2.451 -3.172 -3.026
H -4.832 2.384 1.063
H -6.833 0.936 1.232
H -6.796 -1.363 0.322
H -4.783 -2.219 -0.819
H -2.890 -2.239 1.338
H -1.747 -3.954 2.681
H 0.398 -4.906 1.921
H 1.427 -4.146 -0.194
H 0.285 -2.451 -1.578
H -3.428 0.056 -3.607
H -4.336 -1.001 -5.635
H -4.033 -3.426 -6.007
H -2.875 -4.814 -4.327
H -1.933 -3.788 -2.305
O 0.897 -0.050 -2.325
N 1.531 0.830 -3.128
C 2.475 0.326 -3.953
C 3.139 1.176 -4.797
C 2.831 2.542 -4.797
C 1.868 3.024 -3.937
C 1.217 2.135 -3.085
S -0.001 2.602 -1.952
H 2.636 -0.740 -3.888
H 3.890 0.769 -5.459
H 3.341 3.216 -5.472
H 1.603 4.073 -3.904
C 2.820 0.078 0.097
C 1.650 0.148 1.005
N 0.348 0.280 0.678
C -0.392 0.266 1.859
C 0.468 0.145 2.887
N 1.731 0.079 2.338
C 3.003 0.019 3.102
N 3.610 1.292 3.208
N 4.492 1.684 2.228
N 4.964 2.822 2.525
C 4.424 3.229 3.735
C 4.660 4.387 4.482
C 3.960 4.524 5.655
C 3.050 3.536 6.091
C 2.813 2.388 5.367
C 3.542 2.254 4.184
H 2.496 -0.188 -0.900
H 3.528 -0.674 0.441
H 3.357 1.029 0.085
H -1.463 0.354 1.878
H 0.300 0.099 3.949
H 3.683 -0.647 2.578
H 2.784 -0.390 4.086
H 5.390 5.117 4.159
H 4.108 5.403 6.268
H 2.520 3.687 7.022
H 2.086 1.657 5.698

Record 2
Formula: C34H29N3O2
Source: OMol25
Level of theory: ωB97M-V/def2-TZVPD

Its SMILES is Cc1ccc([C@@H]2C(/C=N/c3c(C)n(C)n(-c4ccccc4)c3=O)=C(c3ccccc3)Oc3ccccc32)cc1. The calculation puts the LUMO energy at 0.45 eV. As for the energy: -1627.766415 Ha. For the energy above the lowest of the compared OMol25 structures with the same formula, charge and spin, the calculation gives 0.0 kJ/mol.

Atoms and positions in Å:
C -1.414 5.556 -0.426
C -0.660 4.416 0.190
C -1.279 3.589 1.120
C -0.599 2.531 1.692
C 0.720 2.267 1.345
C 1.465 1.120 1.994
C 0.617 -0.133 1.971
C 0.293 -0.652 0.673
N 0.857 -0.150 -0.365
C 0.590 -0.621 -1.620
C 1.092 -0.033 -2.754
C 1.971 1.157 -2.844
N 0.637 -0.684 -3.868
C 1.426 -0.788 -5.072
N -0.068 -1.804 -3.429
C -0.918 -2.508 -4.289
C -1.158 -3.858 -4.049
C -2.006 -4.561 -4.884
C -2.604 -3.938 -5.966
C -2.372 -2.592 -6.199
C -1.541 -1.872 -5.361
C -0.184 -1.787 -2.034
O -0.813 -2.614 -1.399
C 0.127 -0.673 3.111
C -0.711 -1.880 3.189
C -0.378 -3.047 2.505
C -1.188 -4.163 2.599
C -2.328 -4.135 3.385
C -2.650 -2.988 4.091
C -1.845 -1.868 3.999
O 0.345 -0.146 4.351
C 1.221 0.892 4.489
C 1.509 1.295 5.789
C 2.405 2.322 6.009
C 3.022 2.944 4.936
C 2.730 2.540 3.646
C 1.827 1.516 3.403
C 1.342 3.096 0.425
C 0.660 4.155 -0.147
H -0.774 6.137 -1.086
H -2.260 5.183 -1.002
H -1.805 6.216 0.348
H -2.306 3.778 1.398
H -1.101 1.900 2.411
H 2.374 0.933 1.410
H -0.448 -1.447 0.615
H 2.064 1.577 -1.847
H 1.545 1.905 -3.512
H 2.959 0.886 -3.216
H 0.898 -1.402 -5.799
H 1.570 0.208 -5.486
H 2.405 -1.239 -4.875
H -0.695 -4.333 -3.200
H -2.195 -5.607 -4.691
H -3.256 -4.494 -6.622
H -2.848 -2.095 -7.031
H -1.391 -0.814 -5.521
H 0.525 -3.083 1.914
H -0.926 -5.059 2.057
H -2.960 -5.008 3.454
H -3.532 -2.964 4.714
H -2.095 -0.970 4.544
H 1.021 0.788 6.607
H 2.625 2.634 7.019
H 3.727 3.744 5.104
H 3.200 3.029 2.805
H 2.372 2.913 0.152
H 1.163 4.788 -0.866

Record 3
Formula: C34H29N3OSY
Source: OMol25
Level of theory: ωB97M-V/def2-TZVPD

The total charge is -1. The calculation puts the LUMO energy at 1.88 eV. As for the energy: -1989.048907 Ha. For the energy above the lowest of the compared OMol25 structures with the same formula, charge and spin, the calculation gives 0.0 kJ/mol.

Atoms and positions in Å:
Y 1.473 1.029 0.099
N 2.599 -0.462 1.924
C 3.658 -1.200 1.322
C 3.565 -2.586 1.270
C 4.543 -3.338 0.638
C 5.627 -2.698 0.055
C 5.708 -1.313 0.111
C 4.733 -0.531 0.727
C 4.837 0.967 0.720
C 6.062 1.549 1.043
C 6.215 2.930 0.978
C 5.140 3.721 0.593
C 3.918 3.123 0.297
C 3.721 1.737 0.349
H 1.944 -1.047 2.424
H 2.917 0.290 2.530
H 2.713 -3.074 1.732
H 4.451 -4.417 0.598
H 6.395 -3.267 -0.455
H 6.538 -0.802 -0.364
H 6.891 0.924 1.361
H 7.164 3.383 1.239
H 5.246 4.798 0.543
H 3.089 3.769 0.015
O 0.883 -0.912 -0.817
N -0.089 -0.906 0.110
C -1.096 -1.621 0.008
C -2.174 -2.294 0.001
C -3.307 -2.959 0.014
C -4.304 -2.708 1.106
C -4.305 -1.497 1.801
C -5.211 -1.268 2.824
C -6.137 -2.246 3.170
C -6.142 -3.455 2.489
C -5.234 -3.681 1.461
C -3.593 -3.963 -1.062
C -2.573 -4.767 -1.559
C -2.813 -5.659 -2.596
C -4.083 -5.762 -3.150
C -5.112 -4.972 -2.653
C -4.868 -4.084 -1.612
H -3.582 -0.734 1.535
H -5.193 -0.320 3.349
H -6.852 -2.067 3.963
H -6.853 -4.229 2.757
H -5.243 -4.629 0.937
H -1.581 -4.674 -1.133
H -2.003 -6.270 -2.974
H -4.270 -6.454 -3.963
H -6.104 -5.038 -3.085
H -5.673 -3.470 -1.225
S -0.023 1.554 2.479
C 1.359 2.302 3.117
N 2.362 2.748 3.497
C 0.689 5.774 -2.873
C -0.284 5.177 -1.849
C -1.686 5.078 -2.464
C -0.354 6.087 -0.615
C 0.181 3.833 -1.459
C 0.554 2.716 -1.113
H 0.368 6.782 -3.153
H 0.726 5.157 -3.772
H 1.697 5.834 -2.458
H -2.039 6.073 -2.753
H -2.391 4.651 -1.749
H -1.676 4.442 -3.351
H -0.703 7.083 -0.909
H 0.627 6.184 -0.146
H -1.041 5.679 0.129

Record 4
Formula: C34H30BaBr2F5N4O3S5
Source: OMol25
Level of theory: ωB97M-V/def2-TZVPD

The total charge is -1. The calculation puts the LUMO energy at 0.91 eV. As for the energy: -9422.284069 Ha. For the energy above the lowest of the compared OMol25 structures with the same formula, charge and spin, the calculation gives 0.0 kJ/mol.

Atoms and positions in Å:
Ba -0.234 0.894 -0.231
C 3.271 5.936 -3.819
C 2.587 5.216 -2.689
C 1.333 5.526 -2.287
C 0.721 4.830 -1.194
C -0.523 5.039 -0.652
N -1.553 5.779 -1.063
C -2.784 5.861 -0.274
C -3.645 4.595 -0.179
C -3.035 3.445 0.654
N -4.078 2.760 1.414
C -4.061 2.427 2.682
C -2.955 2.263 3.539
C -3.074 2.460 4.942
C -2.002 2.298 5.766
C -2.082 2.558 7.249
C -0.774 1.854 5.197
C -0.598 1.538 3.878
C 0.700 0.954 3.477
N 0.982 0.329 2.414
C 2.336 -0.238 2.285
C 2.569 -1.006 0.969
C 3.287 -0.269 -0.160
N 2.670 1.007 -0.421
C 3.316 2.019 -0.804
C 2.683 3.303 -1.139
C 3.246 4.097 -2.084
C 1.406 3.699 -0.574
O 0.887 3.103 0.404
C -1.726 1.723 2.990
O -1.727 1.363 1.804
H 2.664 6.763 -4.186
H 3.449 5.252 -4.652
H 4.238 6.336 -3.505
H 0.798 6.335 -2.775
H -0.691 4.505 0.276
H -1.564 6.123 -2.009
H -3.392 6.648 -0.718
H -2.519 6.195 0.732
H -3.876 4.236 -1.183
H -4.587 4.918 0.277
H -2.324 3.828 1.386
H -2.500 2.783 -0.028
H -4.957 2.638 0.926
H -5.055 2.260 3.096
H -4.025 2.787 5.354
H -3.092 2.842 7.544
H -1.408 3.365 7.548
H -1.803 1.670 7.820
H 0.067 1.717 5.874
H 1.454 1.055 4.276
H 2.486 -0.937 3.114
H 3.078 0.561 2.394
H 1.607 -1.396 0.611
H 3.168 -1.894 1.190
H 3.180 -0.874 -1.067
H 4.362 -0.153 0.048
H 4.402 1.975 -0.987
H 4.212 3.806 -2.493
S 3.105 -0.757 -7.372
C 2.345 -0.434 -5.934
S 1.853 -1.619 -4.798
C 1.040 -0.604 -3.590
C 0.995 0.714 -3.910
S 0.364 2.144 -3.151
S 1.769 1.109 -5.460
S 0.495 -1.558 -2.236
Br -1.703 -1.990 1.536
C -0.600 -3.347 0.730
Br 0.607 -4.174 1.993
H -0.011 -2.886 -0.057
H -1.245 -4.123 0.344
F -7.832 1.432 -2.624
C -6.542 1.248 -2.275
C -6.182 0.245 -1.394
F -7.142 -0.540 -0.868
C -4.862 0.050 -1.043
F -4.581 -0.913 -0.144
C -3.791 0.829 -1.552
O -2.582 0.681 -1.175
C -4.220 1.846 -2.441
F -3.299 2.699 -2.933
C -5.541 2.051 -2.790
F -5.865 3.053 -3.628